Entry 1:
Density functional theory data (wB97M-V/def2-TZVPD) for the ion C8H16N5O with charge +1 at a distorted geometry.

Summary:
Lowest unoccupied orbital energy (alpha / beta): -3.452 / -3.452 eV
Highest occupied orbital energy (alpha / beta): -11.4 / -11.4 eV
Orbital gap (alpha / beta): 7.91 / 7.91 eV
Net charge: +1

Each line ends with the natural charge from an NBO analysis.
Positions of all 30 atoms, in Å:
C  0.662  0.351  -1.619  -0.59
C  1.278  0.197  -0.187  -0.17
C  2.399  1.304  -0.154  -0.61
C  1.664  -1.175  0.230  0.73
N  2.910  -1.595  0.096  -0.72
O  0.854  -2.023  0.783  -0.62
C  0.020  0.815  0.985  0.19
N  0.107  2.181  1.137  -0.82
N  -1.333  0.319  0.722  -0.17
N  -2.267  1.099  0.123  -0.19
C  -3.177  0.549  -0.585  -0.01
C  -3.205  -0.868  -0.779  -0.27
C  -2.481  -1.698  0.013  0.00
N  -1.511  -1.143  0.987  -0.53
H  0.151  1.237  -1.860  0.24
H  1.505  0.109  -2.287  0.22
H  -0.163  -0.492  -1.665  0.21
H  2.208  2.057  -0.808  0.22
H  3.394  0.977  -0.443  0.21
H  2.389  1.810  0.917  0.25
H  3.411  -1.341  -0.717  0.42
H  3.299  -2.430  0.465  0.43
H  -0.098  -1.794  0.975  0.51
H  0.462  0.406  1.822  0.18
H  -0.285  2.688  0.362  0.39
H  -0.319  2.446  2.019  0.40
H  -3.860  1.181  -0.978  0.21
H  -3.914  -1.170  -1.494  0.25
H  -2.495  -2.833  -0.066  0.24
H  -1.608  -1.161  2.005  0.40

Entry 2:
Density functional theory data (wB97M-V/def2-TZVPD) for the molecule C8H16NO4PS at a distorted geometry.

Summary:
Lowest unoccupied orbital energy: 0.731 eV
Highest occupied orbital energy: -8.5 eV
Orbital gap: 9.24 eV
Net charge: 0

Each line ends with the natural charge from an NBO analysis.
Positions of all 31 atoms, in Å:
C  4.163  -1.684  -0.367  -0.74
S  4.390  0.003  0.263  0.18
C  2.759  0.713  -0.141  -0.53
C  1.645  0.054  0.660  -0.45
C  0.291  0.708  0.455  -0.30
N  0.148  2.142  1.167  -0.88
C  -0.087  0.882  -0.994  0.76
O  0.034  0.006  -1.810  -0.60
O  -0.624  2.065  -1.278  -0.68
P  -1.019  -0.348  1.391  1.42
O  -1.329  -1.510  0.294  -0.82
C  -2.567  -1.713  -0.369  -0.05
C  -3.269  -0.410  -0.722  -0.47
C  -3.493  0.381  0.558  -0.05
O  -2.274  0.714  1.196  -0.84
H  3.659  -1.637  -1.328  0.22
H  3.590  -2.275  0.343  0.21
H  5.153  -2.112  -0.486  0.23
H  2.598  0.595  -1.213  0.23
H  2.849  1.774  0.092  0.22
H  1.900  0.065  1.723  0.22
H  1.540  -0.988  0.347  0.24
H  -0.628  2.085  1.819  0.38
H  0.996  2.320  1.690  0.37
H  -0.547  2.616  -0.464  0.52
H  -3.215  -2.328  0.270  0.17
H  -2.318  -2.279  -1.270  0.21
H  -2.642  0.164  -1.405  0.23
H  -4.224  -0.620  -1.200  0.22
H  -3.979  1.338  0.353  0.20
H  -4.126  -0.192  1.249  0.17

Entry 3:
Density functional theory data (wB97M-V/def2-TZVPD) for a cluster of 2 separate species, C8H16NS in total at a distorted geometry.

Summary:
Lowest unoccupied orbital energy: -6.320 eV
Highest occupied orbital energy: -11.4 eV
Orbital gap: 5.06 eV
Net charge: +1

Each line ends with the natural charge from an NBO analysis.
Positions of all 26 atoms, in Å:
C  -2.955  -1.603  0.622  -0.56
C  -3.091  -0.668  -0.147  0.58
C  1.153  0.131  -1.012  -0.48
C  1.869  1.470  -1.185  -0.22
C  -0.336  0.816  1.078  -0.46
C  0.417  -0.061  0.321  -0.09
C  -3.395  0.621  -0.717  -0.79
C  1.942  -2.516  0.834  -0.77
N  2.864  1.503  -0.040  -0.87
S  0.428  -1.687  1.101  0.23
H  -3.526  -2.506  0.640  0.36
H  -2.241  -1.854  1.456  0.39
H  0.299  -0.007  -1.742  0.23
H  1.858  -0.705  -1.355  0.24
H  2.425  1.593  -2.075  0.20
H  1.260  2.470  -1.064  0.20
H  -0.656  1.790  0.852  0.20
H  -0.808  0.573  2.111  0.22
H  -4.456  0.853  -0.792  0.32
H  -2.950  1.469  -0.105  0.35
H  -2.862  0.680  -1.709  0.28
H  2.681  -2.386  1.689  0.24
H  2.384  -2.035  0.000  0.23
H  1.696  -3.610  0.680  0.25
H  3.579  0.794  -0.041  0.36
H  3.287  2.400  0.134  0.38

Entry 4:
Density functional theory data (wB97M-V/def2-TZVPD) for the molecule C8H16O at a distorted geometry.

Summary:
Lowest unoccupied orbital energy: 0.823 eV
Highest occupied orbital energy: -8.3 eV
Orbital gap: 9.15 eV
Net charge: 0

Each line ends with the natural charge from an NBO analysis.
Positions of all 25 atoms, in Å:
C  1.876  1.060  2.014  -0.64
C  0.434  1.242  1.593  -0.38
C  -0.080  0.509  -0.053  0.01
C  -1.501  0.992  -0.315  -0.63
C  0.893  0.971  -1.121  -0.64
C  0.039  -0.879  0.375  -0.46
C  -0.156  -1.902  -1.163  0.61
C  -1.533  -2.464  -1.456  -0.74
O  0.786  -2.188  -1.880  -0.56
H  2.571  1.306  1.206  0.21
H  2.128  1.722  2.853  0.22
H  2.080  0.038  2.344  0.20
H  0.226  2.296  1.392  0.19
H  -0.263  0.913  2.367  0.19
H  -1.832  0.706  -1.316  0.21
H  -1.554  2.083  -0.240  0.22
H  -2.209  0.573  0.404  0.21
H  0.578  0.604  -2.104  0.22
H  1.898  0.581  -0.942  0.22
H  0.929  2.063  -1.172  0.21
H  1.031  -1.193  0.693  0.22
H  -0.739  -1.230  1.051  0.21
H  -1.465  -3.309  -2.148  0.23
H  -1.968  -2.816  -0.517  0.22
H  -2.171  -1.678  -1.867  0.23

Entry 5:
Density functional theory data (wB97M-V/def2-TZVPD) for a structure of composition C8H16O16S4Ti at a distorted geometry.

Summary:
Lowest unoccupied orbital energy (alpha / beta): -2.346 / -2.597 eV
Spin multiplicity: 4
Highest occupied orbital energy (alpha / beta): -8.4 / -13.4 eV
Orbital gap (alpha / beta): 6.06 / 10.77 eV
Net charge: +1

Each line ends with the natural charge from an NBO analysis.
Positions of all 45 atoms, in Å:
Ti  -3.938  -7.398  -7.359  0.92
C  -7.486  -9.222  -4.386  -0.09
C  -7.217  -8.835  -2.915  -0.09
O  -6.211  -7.816  -3.120  -0.68
S  -6.263  -7.025  -4.623  2.50
O  -5.035  -7.455  -5.347  -0.97
O  -6.589  -5.633  -4.435  -0.78
O  -7.469  -7.992  -5.023  -0.68
H  -8.466  -9.698  -4.420  0.22
H  -6.725  -9.903  -4.768  0.19
H  -6.996  -9.712  -2.306  0.22
H  -8.191  -8.618  -2.478  0.20
C  0.747  -6.845  -10.403  -0.11
C  -0.234  -7.009  -11.584  -0.10
O  -1.208  -6.133  -11.344  -0.65
S  -1.525  -5.858  -9.751  2.44
O  -2.076  -7.119  -9.176  -0.94
O  -2.140  -4.539  -9.413  -0.77
O  0.154  -5.873  -9.620  -0.65
H  1.807  -6.614  -10.510  0.23
H  0.821  -7.836  -9.954  0.18
H  -0.737  -7.972  -11.677  0.19
H  0.316  -6.750  -12.489  0.22
C  -5.570  -13.174  -8.001  -0.10
C  -6.881  -12.401  -8.058  -0.10
O  -6.661  -11.152  -8.522  -0.64
S  -5.064  -10.878  -8.935  2.47
O  -4.523  -9.698  -8.226  -0.94
O  -4.872  -10.932  -10.383  -0.83
O  -4.533  -12.244  -8.217  -0.67
H  -5.526  -13.828  -8.872  0.20
H  -5.379  -13.759  -7.100  0.22
H  -7.143  -12.172  -7.026  0.18
H  -7.654  -12.939  -8.607  0.22
C  -0.289  -11.627  -6.184  -0.10
C  -1.645  -11.699  -5.574  -0.13
O  -1.841  -10.546  -4.707  -0.64
S  -1.113  -9.293  -5.540  2.45
O  -0.356  -8.516  -4.544  -0.82
O  -2.148  -8.712  -6.398  -0.96
O  -0.017  -10.236  -6.383  -0.64
H  -0.319  -12.066  -7.182  0.22
H  0.426  -12.076  -5.495  0.21
H  -1.875  -12.508  -4.880  0.23
H  -2.456  -11.709  -6.302  0.19

Entry 6:
Density functional theory data (wB97M-V/def2-TZVPD) for a structure of composition C8H17B2F2O8Tl at a distorted geometry.

Summary:
Lowest unoccupied orbital energy: -5.599 eV
Highest occupied orbital energy: -9.5 eV
Orbital gap: 3.88 eV
Net charge: 0

Each line ends with the natural charge from an NBO analysis.
Positions of all 38 atoms, in Å:
Tl  5.166  -0.542  -22.848  0.94
B  2.966  -2.301  -24.032  -0.64
H  3.334  -1.623  -24.787  0.00
H  2.763  -1.754  -23.124  -0.02
H  2.095  -2.855  -24.346  0.06
H  3.771  -2.977  -23.792  0.21
B  5.291  -3.433  -21.792  -0.66
H  6.092  -2.921  -21.281  0.07
H  5.657  -3.351  -22.804  0.06
H  5.195  -4.456  -21.462  0.08
H  4.349  -2.908  -21.782  0.12
C  1.441  -1.011  -19.082  -0.74
C  2.357  -1.604  -20.118  0.75
O  3.220  -0.938  -20.766  -0.54
O  2.132  -2.754  -20.484  -0.40
H  1.198  -1.692  -18.266  0.25
H  0.622  -0.528  -19.615  0.24
H  1.917  -0.231  -18.487  0.22
C  4.062  -1.183  -16.348  -0.14
C  2.917  -1.173  -15.421  0.44
O  2.692  -2.563  -15.194  -0.49
C  3.811  -3.269  -15.498  0.96
O  3.990  -4.488  -15.244  -0.56
O  4.631  -2.515  -16.260  -0.47
F  1.861  -0.598  -16.060  -0.33
H  4.824  -0.543  -15.903  0.21
H  3.618  -0.962  -17.318  0.22
H  3.187  -0.605  -14.530  0.16
C  -2.387  -1.965  -20.150  -0.12
C  -3.065  -1.854  -21.534  0.45
O  -1.988  -2.194  -22.355  -0.49
C  -1.283  -3.134  -21.793  0.96
O  -0.335  -3.677  -22.271  -0.52
O  -1.593  -3.154  -20.440  -0.52
F  -3.471  -0.597  -21.613  -0.32
H  -3.016  -2.071  -19.266  0.21
H  -1.629  -1.196  -19.997  0.19
H  -3.883  -2.561  -21.681  0.15

no.,electronic energy (eV)
1,-18043.0313
2,-38360.5458
3,-20868.5760
4,-10601.4237
5,-107756.4796
6,-36418.9507